Computed, not measured: a molecular structure, C24H24Br30FN2O2, with the ωB97M-V functional and the def2-TZVPD basis.

Each line ends with the Löwdin charge.
CARTESIAN COORDINATES (ANGSTROEM)
C  4.856  1.907  -0.535  -0.066
C  3.878  0.723  0.013  -0.219
N  3.091  1.265  1.161  0.049
C  1.733  1.448  0.889  -0.146
C  1.151  2.806  1.140  0.112
C  -0.286  3.087  0.927  0.022
C  -0.848  4.511  1.209  -0.416
O  -1.452  4.762  2.249  -0.018
O  -0.682  5.568  0.212  -0.270
C  -1.133  1.950  0.434  -0.057
C  -2.640  2.190  0.238  -0.296
C  -3.540  1.864  1.407  -0.238
C  -5.059  2.046  1.405  -0.214
C  -5.697  2.567  0.157  -0.151
C  -4.812  2.890  -0.987  -0.153
C  -3.292  2.697  -0.974  -0.022
C  -0.495  0.669  0.184  0.108
N  0.874  0.482  0.414  0.018
F  1.341  -0.760  0.173  0.038
H  5.915  1.627  -0.258  0.066
H  4.650  2.898  -0.052  0.071
H  4.835  1.967  -1.677  0.036
H  4.583  -0.088  0.369  0.101
H  3.257  0.249  -0.807  0.058
H  3.505  2.104  1.566  0.129
H  1.779  3.644  1.531  0.139
H  0.273  5.605  -0.018  0.131
H  -3.073  1.496  2.363  0.130
H  -5.605  1.791  2.353  0.124
H  -6.807  2.692  0.159  0.103
H  -5.344  3.302  -1.914  -0.077
H  -2.677  2.970  -1.866  0.119
H  -1.115  -0.186  -0.201  0.079
C  -7.189  5.173  -4.100  -1.558
Br  -7.002  4.318  -2.370  0.731
Br  -6.098  6.763  -4.238  0.597
Br  -6.844  3.933  -5.541  0.553
H  -8.224  5.488  -4.190  -0.021
C  1.404  -4.165  -1.078  -1.603
Br  3.144  -4.926  -1.445  0.574
Br  0.027  -4.944  -2.192  0.582
Br  0.955  -4.273  0.801  0.506
H  1.459  -3.111  -1.333  -0.049
C  4.950  0.304  -5.059  -1.612
Br  3.729  0.067  -3.573  0.592
Br  4.183  -0.314  -6.721  0.595
Br  5.574  2.130  -5.186  0.580
H  5.818  -0.316  -4.858  -0.024
C  -0.088  -7.836  3.117  -1.570
Br  -1.441  -6.896  2.101  0.553
Br  1.540  -8.076  2.095  0.522
Br  0.248  -6.989  4.829  0.526
H  -0.481  -8.826  3.326  -0.023
C  -4.289  -1.190  -1.213  -1.466
Br  -4.671  -2.942  -0.479  0.577
Br  -4.385  0.224  0.153  0.976
Br  -2.594  -1.163  -2.161  0.594
H  -5.064  -0.980  -1.948  -0.039
C  -1.164  8.647  2.329  -1.534
Br  -1.622  6.990  1.411  0.983
Br  -1.270  10.183  1.151  0.552
Br  -2.212  8.911  3.944  0.548
H  -0.128  8.556  2.638  -0.029
C  4.217  -3.487  3.173  -1.571
Br  3.243  -4.797  4.214  0.560
Br  5.436  -4.318  1.925  0.557
Br  3.030  -2.241  2.288  0.543
H  4.818  -2.911  3.869  -0.030
C  -8.485  0.335  -5.883  -1.618
Br  -9.338  -1.399  -5.949  0.584
Br  -9.777  1.762  -5.681  0.550
Br  -7.109  0.404  -4.520  0.518
H  -7.993  0.484  -6.839  -0.025
C  3.405  -10.340  5.308  -1.598
Br  1.794  -10.555  6.358  0.565
Br  3.470  -11.583  3.827  0.570
Br  3.636  -8.511  4.719  0.492
H  4.242  -10.574  5.957  -0.028
C  9.295  -1.879  1.174  -1.616
Br  8.360  -2.075  2.856  0.546
Br  9.974  -3.570  0.530  0.584
Br  8.199  -0.991  -0.156  0.538
H  10.152  -1.239  1.358  -0.027

Calculated values
* frontier orbital gap: 6.265 eV
* net charge: +1
* HOMO energy: -10.77 eV
* E_tot: -2136322.28809 eV